C81H180N6O9P3 | ωB97M-V/def2-TZVPD

CARTESIAN COORDINATES (ANGSTROEM)
C 5.891 -9.201 -4.859
C 4.924 -8.082 -5.242
C 5.014 -6.845 -4.358
C 4.611 -7.143 -2.871
P 4.716 -5.764 -1.634
C 4.470 -6.347 0.092
C 4.842 -7.827 0.480
C 4.504 -8.281 1.850
C 5.225 -9.620 2.199
C 6.504 -5.125 -1.870
C 6.956 -4.056 -0.811
C 6.526 -2.594 -1.175
C 7.236 -1.567 -0.332
C 3.536 -4.384 -2.001
C 2.103 -4.838 -2.328
C 1.183 -3.698 -2.755
C -0.276 -4.004 -2.443
H 6.284 -9.877 -5.618
H 5.503 -9.807 -4.040
H 6.886 -8.850 -4.585
H 3.905 -8.451 -5.355
H 5.228 -7.773 -6.242
H 4.328 -6.103 -4.767
H 6.064 -6.562 -4.446
H 5.164 -7.999 -2.485
H 3.653 -7.628 -2.688
H 3.384 -6.327 0.188
H 4.875 -5.633 0.809
H 5.908 -7.859 0.252
H 4.375 -8.442 -0.290
H 3.449 -8.500 2.015
H 4.891 -7.570 2.579
H 5.089 -10.350 1.401
H 4.967 -10.098 3.143
H 6.302 -9.481 2.289
H 6.758 -4.814 -2.883
H 7.137 -5.995 -1.700
H 8.044 -3.995 -0.833
H 6.596 -4.154 0.213
H 5.454 -2.544 -0.988
H 6.679 -2.477 -2.248
H 8.299 -1.677 -0.550
H 7.046 -1.707 0.732
H 6.962 -0.521 -0.469
H 3.982 -3.926 -2.884
H 3.505 -3.654 -1.192
H 1.810 -5.224 -1.352
H 1.910 -5.757 -2.882
H 1.332 -3.470 -3.810
H 1.500 -2.774 -2.272
H -0.416 -4.349 -1.418
H -0.687 -4.803 -3.060
H -0.884 -3.136 -2.698
C -3.340 3.822 -2.395
C -3.620 3.610 -0.906
C -4.544 2.390 -0.701
C -5.965 2.485 -1.257
P -7.153 1.232 -0.677
C -7.342 1.431 1.158
C -6.526 0.453 2.051
C -6.621 0.860 3.508
C -5.745 -0.020 4.419
C -8.808 1.421 -1.456
C -8.946 2.400 -2.684
C -8.543 1.728 -3.962
C -9.429 0.478 -4.347
C -6.494 -0.412 -0.946
C -6.191 -0.814 -2.472
C -5.697 -2.316 -2.613
C -6.485 -3.436 -2.009
H -2.581 4.546 -2.691
H -4.238 3.889 -3.008
H -2.883 2.863 -2.640
H -4.141 4.480 -0.505
H -2.723 3.595 -0.288
H -4.655 2.229 0.371
H -4.076 1.452 -0.999
H -5.883 2.502 -2.344
H -6.492 3.402 -0.993
H -8.379 1.620 1.434
H -6.845 2.391 1.295
H -5.499 0.302 1.717
H -6.987 -0.534 2.096
H -7.638 0.780 3.893
H -6.405 1.928 3.554
H -6.226 -0.995 4.503
H -5.689 0.395 5.426
H -4.761 -0.158 3.971
H -9.341 1.821 -0.593
H -9.165 0.397 -1.564
H -8.356 3.307 -2.555
H -10.006 2.630 -2.795
H -7.528 1.348 -3.842
H -8.466 2.326 -4.870
H -8.743 -0.179 -4.882
H -10.261 0.732 -5.003
H -9.824 -0.153 -3.550
H -7.197 -1.015 -0.371
H -5.609 -0.458 -0.312
H -5.449 -0.211 -2.996
H -7.098 -0.701 -3.065
H -4.751 -2.390 -2.076
H -5.520 -2.557 -3.661
H -6.555 -3.337 -0.926
H -5.878 -4.334 -2.124
H -7.415 -3.780 -2.463
C 0.749 -0.159 -4.945
C -0.062 1.111 -5.143
C 0.717 2.409 -4.661
C 0.116 3.748 -5.123
P 1.296 5.028 -5.718
C 2.612 5.279 -4.457
C 3.903 4.502 -4.574
C 4.924 4.826 -3.457
C 4.495 4.283 -2.107
C 2.026 4.388 -7.239
C 1.144 4.259 -8.512
C 1.908 3.886 -9.834
C 2.551 5.107 -10.446
C 0.548 6.628 -5.949
C -0.974 6.507 -6.220
C -1.606 7.847 -6.551
C -3.027 7.590 -6.999
H 1.460 -0.271 -5.764
H 0.067 -1.001 -5.061
H 1.200 -0.080 -3.956
H -0.948 1.010 -4.517
H -0.326 1.027 -6.197
H 1.658 2.370 -5.211
H 0.981 2.431 -3.604
H -0.522 4.216 -4.374
H -0.517 3.588 -5.996
H 2.269 5.149 -3.430
H 2.758 6.359 -4.479
H 4.457 4.692 -5.493
H 3.725 3.430 -4.654
H 5.101 5.900 -3.403
H 5.857 4.318 -3.702
H 4.279 3.216 -2.158
H 3.648 4.742 -1.597
H 5.255 4.324 -1.327
H 2.317 3.364 -7.004
H 2.944 4.954 -7.400
H 0.586 5.175 -8.706
H 0.426 3.464 -8.308
H 1.207 3.372 -10.492
H 2.629 3.075 -9.728
H 1.829 5.871 -10.731
H 2.874 4.727 -11.415
H 3.437 5.387 -9.875
H 1.019 7.107 -6.808
H 0.604 7.198 -5.022
H -1.506 6.208 -5.317
H -1.186 5.753 -6.979
H -1.079 8.356 -7.358
H -1.752 8.394 -5.620
H -3.626 6.991 -6.312
H -3.171 6.983 -7.893
H -3.629 8.491 -7.117
C 1.893 -0.421 7.074
C 2.623 -1.479 6.193
C 1.798 -2.662 5.631
C 2.711 -3.686 5.064
N 1.988 -4.985 4.699
C 1.530 -5.650 6.013
C 1.693 -7.242 5.863
C 2.356 -7.465 4.570
C 2.996 -6.099 4.197
C 0.876 -4.832 3.622
C 1.339 -4.179 2.343
C 0.128 -3.682 1.427
H 1.119 0.112 6.521
H 2.595 0.389 7.268
H 1.593 -0.894 8.009
H 3.440 -1.937 6.751
H 3.143 -0.994 5.367
H 1.152 -2.246 4.858
H 1.111 -3.014 6.401
H 3.545 -4.033 5.674
H 3.099 -3.178 4.182
H 0.553 -5.240 6.269
H 2.180 -5.413 6.855
H 0.713 -7.718 5.877
H 2.185 -7.678 6.732
H 1.624 -7.834 3.852
H 3.028 -8.324 4.566
H 3.182 -6.013 3.126
H 3.916 -5.923 4.754
H 0.039 -4.266 4.029
H 0.401 -5.803 3.484
H 1.908 -4.907 1.765
H 2.030 -3.357 2.529
H -0.320 -2.795 1.875
H -0.639 -4.444 1.292
H 0.504 -3.427 0.436
C -2.235 -0.400 -2.087
C -1.747 -0.319 -0.608
C -0.560 0.571 -0.512
C 0.248 0.362 0.870
N 1.398 1.394 1.247
C 2.098 0.936 2.577
C 1.259 1.537 3.737
C 0.238 2.480 3.086
C 0.767 2.764 1.689
C 2.490 1.444 0.128
C 2.995 0.036 -0.362
C 4.085 0.226 -1.460
H -3.242 -0.811 -2.148
H -1.578 -0.954 -2.758
H -2.133 0.582 -2.547
H -1.494 -1.328 -0.284
H -2.664 -0.096 -0.063
H -0.970 1.581 -0.536
H 0.133 0.467 -1.347
H 0.646 -0.649 0.961
H -0.446 0.365 1.711
H 3.120 1.312 2.610
H 2.150 -0.152 2.597
H 1.921 2.040 4.442
H 0.708 0.745 4.245
H 0.222 3.412 3.651
H -0.790 2.126 3.015
H 1.617 3.446 1.671
H 0.057 3.100 0.934
H 3.179 2.142 0.603
H 2.084 2.050 -0.683
H 2.176 -0.490 -0.854
H 3.256 -0.578 0.500
H 4.570 -0.720 -1.702
H 4.817 0.842 -0.938
H 3.948 0.744 -2.409
C -2.370 4.582 3.153
C -3.552 3.839 3.700
C -3.253 2.932 4.926
C -2.953 3.829 6.189
N -2.212 3.019 7.275
C -2.915 1.650 7.525
C -2.870 1.470 9.083
C -3.164 2.906 9.716
C -2.401 3.810 8.667
C -0.685 2.658 7.001
C 0.094 3.965 6.660
C 1.396 4.023 7.360
H -1.736 4.038 2.453
H -1.750 4.797 4.023
H -2.671 5.526 2.699
H -4.061 3.319 2.889
H -4.268 4.623 3.949
H -2.393 2.291 4.735
H -4.150 2.351 5.141
H -3.888 4.135 6.659
H -2.419 4.780 6.190
H -2.457 0.848 6.945
H -3.967 1.720 7.249
H -1.886 1.131 9.406
H -3.599 0.739 9.432
H -2.815 2.870 10.749
H -4.242 3.061 9.704
H -1.365 3.965 8.970
H -2.892 4.770 8.507
H -0.763 1.957 6.170
H -0.389 2.127 7.906
H -0.463 4.867 6.915
H 0.277 4.240 5.621
H 1.242 4.264 8.412
H 2.103 4.727 6.920
H 1.938 3.086 7.492
N -0.209 5.195 -1.429
O -0.680 5.774 -0.415
O 0.164 3.991 -1.335
O -0.011 5.841 -2.427
N -1.516 -1.332 4.405
O -1.192 -0.847 5.491
O -1.710 -0.572 3.475
O -1.583 -2.531 4.282
N 4.392 4.370 3.153
O 4.225 3.727 2.151
O 5.147 5.332 3.174
O 3.938 3.938 4.226

## Properties
Net charge: +2
LUMO energy (alpha / beta) in eV: -2.905 / -2.906
2S+1: 2
Energy in Eh: -5222.8741
Kohn-Sham gap (alpha / beta) in eV: 2.455 / 6.346
Maximum force in eV/A: 4.3